# 1
ORCA calculation (wB97M-V/def2-TZVPD) on 2 unconnected molecules or ions with the total composition C4H10N2O2 in a non-equilibrium geometry.

Computed properties:
Frontier orbital gap   0.3711 hartree
SMILES   C=NCC(N)=O.CO
Electronic energy   -11383.46475 eV
2S+1   1
Total charge   0

Last columns: bonded neighbours and bond lengths (Å).
Element x y z (Å)
1 O 1.866 -0.554 0.704  C8 1.211
2 O -1.501 -1.084 0.266  C7 1.404, H10 1.084
3 N -0.632 0.825 -1.299  C5 1.286, C6 1.437
4 N 1.891 1.659 0.276  C8 1.358, H12 1.005, H16 1.007
5 C -1.191 1.411 -0.300  N3 1.286, H9 1.091, H18 1.084
6 C 0.671 0.221 -1.251  N3 1.437, C8 1.532, H11 1.099, H14 1.089
7 C -1.149 -2.340 0.787  O2 1.404, H13 1.093, H15 1.102, H17 1.093
8 C 1.516 0.380 0.016  O1 1.211, N4 1.358, C6 1.532
9 H -0.696 1.674 0.636  C5 1.091
10 H -1.400 -0.158 0.819  O2 1.084
11 H 1.231 0.605 -2.115  C6 1.099
12 H 1.600 2.422 -0.309  N4 1.005
13 H -0.150 -2.357 1.230  C7 1.093
14 H 0.536 -0.845 -1.423  C6 1.089
15 H -1.888 -2.704 1.519  C7 1.102
16 H 2.494 1.843 1.061  N4 1.007
17 H -1.162 -3.038 -0.055  C7 1.093
18 H -2.035 2.040 -0.560  C5 1.084

Atom charges from the Mulliken analysis, given in e for atoms 1 to 6:
1. O -0.605
2. O -0.446
3. N -0.312
4. N -0.380
5. C -0.652
6. C -0.583

# 2
ORCA calculation (wB97M-V/def2-TZVPD) on a single C4H10N2O2 molecule in a non-equilibrium geometry.

Computed properties:
Frontier orbital gap   0.3659 hartree
SMILES   C[C@@H](CC(N)=O)ON
Electronic energy   -11382.96248 eV
2S+1   1
Total charge   0

Last columns: bonded neighbours and bond lengths (Å).
Element x y z (Å)
1 O -0.048 -0.043 2.282  C7 1.223
2 O 0.688 -0.634 -0.778  N3 1.434, C8 1.591
3 N 1.854 0.097 -1.179  O2 1.434, H10 1.021, H14 1.024
4 N 1.229 1.516 1.267  C7 1.370, H13 1.015, H15 1.010
5 C -0.930 0.875 0.160  C7 1.624, C8 1.490, H11 1.092, H16 1.092
6 C -1.476 -1.590 -0.167  C8 1.514, H9 1.095, H17 1.095, H18 1.094
7 C 0.221 0.588 1.269  O1 1.223, N4 1.370, C5 1.624
8 C -0.872 -0.321 -0.729  O2 1.591, C5 1.490, C6 1.514, H12 1.090
9 H -0.935 -1.939 0.718  C6 1.095
10 H 1.820 0.068 -2.198  N3 1.021
11 H -0.697 1.801 -0.371  C5 1.092
12 H -1.190 -0.124 -1.753  C8 1.090
13 H 1.633 1.716 0.358  N4 1.015
14 H 2.582 -0.562 -0.887  N3 1.024
15 H 1.872 1.463 2.044  N4 1.010
16 H -1.858 0.952 0.730  C5 1.092
17 H -1.371 -2.410 -0.885  C6 1.095
18 H -2.523 -1.454 0.117  C6 1.094

Atom charges from the Mulliken analysis, given in e for atoms 1 to 6:
1. O -0.629
2. O -0.299
3. N -0.536
4. N -0.443
5. C -0.731
6. C -1.360

# 3
ORCA calculation (wB97M-V/def2-TZVPD) on 2 unconnected molecules or ions with the total composition C4H10N2O2 in a non-equilibrium geometry.

Computed properties:
Frontier orbital gap   0.2519 hartree
Electronic energy   -11381.42226 eV
2S+1   1
Total charge   0

Last columns: bonded neighbours and bond lengths (Å).
Element x y z (Å)
1 O 0.057 1.969 -1.354  C7 1.272
2 O 1.651 1.303 0.078  C7 1.249
3 N -0.857 -3.253 1.008  C6 1.512, H9 1.024, H12 1.019, H13 1.019
4 N -0.078 -0.645 -1.296  C8 1.378, H16 1.059, H17 1.077
5 C 1.079 3.601 0.041  C7 1.518, H10 1.092, H11 1.093, H14 1.089
6 C -1.317 -1.967 0.358  N3 1.512, C8 1.381, H18 1.087
7 C 0.912 2.169 -0.434  O1 1.272, O2 1.249, C5 1.518
8 C -0.249 -1.187 -0.040  N4 1.378, C6 1.381, H15 1.101
9 H -0.672 -3.198 2.013  N3 1.024
10 H 0.305 4.237 -0.393  C5 1.092
11 H 2.032 4.006 -0.312  C5 1.093
12 H -1.576 -3.973 0.952  N3 1.019
13 H -0.009 -3.572 0.543  N3 1.019
14 H 1.020 3.704 1.123  C5 1.089
15 H 0.560 -0.884 0.643  C8 1.101
16 H -1.099 -0.418 -1.130  N4 1.059
17 H 0.236 0.383 -1.363  N4 1.077
18 H -1.993 -2.274 -0.435  C6 1.087

Atom charges from the Mulliken analysis, given in e for atoms 1 to 6:
1. O -0.801
2. O -0.732
3. N -0.301
4. N -0.612
5. C -0.960
6. C -0.585

# 4
ORCA calculation (wB97M-V/def2-TZVPD) on 2 unconnected molecules or ions with the total composition C4H10N2O2.

Computed properties:
Frontier orbital gap   0.3595 hartree
SMILES   CC(N)=O.CC(N)=O
Electronic energy   -11386.70648 eV
2S+1   1
Total charge   0

Last columns: bonded neighbours and bond lengths (Å).
Element x y z (Å)
1 O 0.145 0.765 -0.958  C6 1.216
2 O -2.192 -3.443 0.252  C8 1.216
3 N 0.437 2.887 -0.277  C6 1.360, H11 1.009, H17 1.007
4 N -0.622 -2.286 -0.870  C8 1.351, H9 1.006, H18 1.010
5 C -1.741 -1.232 1.007  C8 1.507, H12 1.087, H14 1.091, H16 1.087
6 C 0.867 1.611 -0.465  O1 1.216, N3 1.360, C7 1.510
7 C 2.287 1.295 -0.062  C6 1.510, H10 1.087, H13 1.084, H15 1.095
8 C -1.549 -2.422 0.103  O2 1.216, N4 1.351, C5 1.507
9 H -0.408 -3.065 -1.468  N4 1.006
10 H 2.236 0.550 0.728  C7 1.087
11 H 0.936 3.551 0.296  N3 1.009
12 H -1.439 -1.499 2.016  C5 1.087
13 H 2.796 0.869 -0.920  C7 1.084
14 H -2.807 -1.003 1.065  C5 1.091
15 H 2.874 2.155 0.276  C7 1.095
16 H -1.193 -0.340 0.715  C5 1.087
17 H -0.548 3.056 -0.404  N3 1.007
18 H -0.081 -1.448 -1.033  N4 1.010

Atom charges from the Mulliken analysis, given in e for atoms 1 to 6:
1. O -0.637
2. O -0.641
3. N -0.422
4. N -0.296
5. C -0.512
6. C 0.609